55
Properties=species:S:1:pos:R:3 method="wB97M-V/def2-TZVPD" total_charge=0 e_lumo_ev=0.48 largest_force_ev_per_a=0.844 e_above_lowest_kcal_mol=23.0 multiplicity=1 smiles="O=C(Nc1ccnn1C1CCN(Cc2ccc(O)c(Cl)c2)CC1)C1CCCC1"
O 3.29079 -0.09485 -0.88363
C 2.14531 0.06845 -0.52694
N 1.57226 -0.59894 0.51893
C 2.26902 -1.44435 1.36629
C 3.58156 -1.87545 1.31887
C 3.72480 -2.68823 2.44749
N 2.60357 -2.75689 3.13211
N 1.71066 -1.99719 2.47735
C 0.38480 -1.94116 3.04799
C 0.03710 -0.57138 3.65356
C -0.47526 0.48092 2.66114
N -1.09913 -0.12263 1.48301
C -1.77120 -1.36430 1.83800
C -0.70894 -2.43384 2.07728
H -1.18472 -3.33151 2.47149
H -0.24584 -2.70174 1.12615
H -2.40427 -1.23798 2.72985
H -2.41985 -1.66586 1.01393
C -1.97176 0.82288 0.80961
C -2.39996 0.39231 -0.57219
C -3.44986 1.06256 -1.19075
C -3.84466 0.74681 -2.47442
C -3.19777 -0.25906 -3.18699
C -2.15047 -0.93268 -2.55880
C -1.75346 -0.61722 -1.27321
H -0.93791 -1.16546 -0.83082
Cl -1.32469 -2.19796 -3.43422
O -3.59513 -0.55040 -4.44009
H -3.03820 -1.26582 -4.78616
H -4.65648 1.26928 -2.95358
H -3.96351 1.84953 -0.65897
H -2.87330 1.03263 1.41260
H -1.42270 1.76824 0.71834
H -1.19237 1.12950 3.19117
H 0.34624 1.11747 2.31582
H 0.91592 -0.18318 4.16926
H -0.72943 -0.74814 4.40983
H 0.46996 -2.64212 3.88581
H 4.59454 -3.21934 2.77921
H 4.30876 -1.62929 0.57635
H 0.58781 -0.43436 0.74453
C 1.21783 1.07769 -1.18593
H 0.18463 0.87628 -0.91028
C 1.60383 2.51411 -0.74962
H 2.43308 2.50581 -0.04205
H 0.75226 2.99576 -0.26584
C 1.97871 3.25609 -2.03639
C 1.20291 2.52215 -3.12489
H 1.58812 2.72152 -4.12345
C 1.36580 1.06377 -2.71394
H 0.63756 0.40576 -3.18627
H 2.36993 0.71753 -2.96473
H 0.14815 2.80452 -3.09515
H 1.73722 4.31697 -1.98368
H 3.04771 3.15282 -2.22297

---

58
Properties=species:S:1:pos:R:3 method="wB97M-V/def2-TZVPD" total_charge=+1 e_lumo_ev="-2.93 / -2.71" largest_force_ev_per_a=0.797 multiplicity=4
Cr 0.08480 -1.10730 0.75669
Se -2.11054 -0.01116 1.24795
P -0.91944 1.79501 0.93034
Se 1.17384 1.17291 0.86483
C -1.45016 2.47617 -0.67943
C -0.51497 2.80167 -1.65447
C -0.94109 3.23028 -2.90323
C -2.29620 3.34704 -3.17218
C -3.23054 3.03368 -2.19367
C -2.81147 2.58873 -0.95100
C -1.19573 3.03636 2.22111
C -2.50368 3.25816 2.64630
C -2.74878 4.20013 3.63071
C -1.69475 4.90346 4.19672
C -0.39149 4.66192 3.78692
C -0.13605 3.72943 2.79312
H 0.54112 2.72442 -1.42741
H -0.21351 3.47903 -3.66545
H -2.62845 3.68348 -4.14547
H -4.28785 3.12934 -2.40147
H -3.53994 2.30815 -0.20105
H -3.31540 2.67925 2.22296
H -3.76402 4.37733 3.96015
H -1.89223 5.63749 4.96659
H 0.42753 5.19810 4.24720
H 0.87824 3.53538 2.46894
O 3.71316 -2.36445 -0.98970
C 2.52973 -1.99838 -0.92042
O 1.84440 -1.85384 0.12132
C 1.86231 -1.73900 -2.31496
N 2.95315 -2.00506 -3.30357
C 3.16074 -0.77939 -4.13194
C 1.83063 -0.04197 -4.01944
C 1.43550 -0.28601 -2.56014
H 1.03459 -2.43331 -2.44442
H 2.77379 -2.82118 -3.87874
H 3.73582 -2.23836 -2.58873
H 3.42325 -1.05026 -5.15133
H 3.97620 -0.20031 -3.70195
H 1.09383 -0.48732 -4.69106
H 1.92788 1.01455 -4.25927
H 0.36944 -0.14536 -2.38731
H 1.98947 0.38374 -1.90345
C 0.36305 -1.58917 2.75024
H -0.45223 -2.21421 3.12161
H 0.40905 -0.68993 3.36125
H 1.31558 -2.12095 2.81866
S -1.00560 -2.90432 -0.52914
C -0.68367 -3.91735 0.78332
N 0.48947 -4.46951 1.05444
C 0.50670 -5.57993 1.99423
C -0.71527 -5.39469 2.88640
S -1.91689 -4.46315 1.86659
H 1.30134 -4.24240 0.49988
H 1.42782 -5.56843 2.57446
H 0.45216 -6.52514 1.44752
H -0.49758 -4.80468 3.77439
H -1.16708 -6.33870 3.17554

---

54
Properties=species:S:1:pos:R:3 method="wB97M-V/def2-TZVPD" total_charge=0 e_lumo_ev=0.11 largest_force_ev_per_a=0.793 e_above_lowest_kcal_mol=5.1 multiplicity=1 smiles="CCCCCCn1cc(C(=O)O)c(=O)c2cc(F)c(N3CCCCC3)cc21"
C -2.81953 -1.83159 -2.55494
C -2.79665 -3.13851 -1.76988
C -1.43315 -3.45422 -1.15027
C -0.89574 -2.37710 -0.20688
C -1.74844 -2.20674 1.04838
H -1.68750 -3.11071 1.65724
H -2.79175 -2.06330 0.76555
C -1.31869 -1.00964 1.90336
N -1.58746 0.24504 1.22136
C -2.86042 0.67719 1.24365
C -3.32381 1.77709 0.59103
C -2.42448 2.58329 -0.20260
O -2.78238 3.59498 -0.82364
C -1.05082 2.10400 -0.20972
C -0.09714 2.80901 -0.95442
C 1.20036 2.39508 -1.00987
C 1.65622 1.25162 -0.31005
C 0.69211 0.55747 0.42586
C -0.64592 0.94603 0.48661
H 1.01729 -0.30761 0.97377
N 2.94729 0.82822 -0.39160
C 3.35429 -0.50597 -0.02663
H 2.52073 -1.19784 -0.14919
C 3.93005 -0.55024 1.39805
C 4.63004 0.78132 1.69659
C 5.20648 1.35920 0.40710
H 5.86069 0.62195 -0.06063
H 5.80614 2.24436 0.61897
C 4.05916 1.75218 -0.53489
H 3.72082 2.75472 -0.27117
H 4.40864 1.77244 -1.57469
H 3.91182 1.49323 2.10951
H 5.41678 0.63610 2.43690
H 4.63721 -1.37751 1.46936
H 3.14195 -0.72338 2.13243
H 4.12894 -0.80522 -0.74031
F 2.05463 3.08659 -1.80444
H -0.41898 3.67876 -1.50585
C -4.77331 2.11716 0.72360
O -5.52229 1.43858 1.38622
O -5.17072 3.19618 0.07076
H -4.39268 3.60095 -0.41256
H -3.56427 0.10225 1.83100
H -1.89043 -1.00994 2.83542
H -0.26421 -1.08090 2.16431
H 0.12054 -2.65333 0.08812
H -0.83742 -1.43145 -0.74641
H -0.70951 -3.58946 -1.95771
H -1.50389 -4.40076 -0.60877
H -3.56467 -3.10887 -0.99528
H -3.05355 -3.95914 -2.44351
H -2.72409 -0.96994 -1.89823
H -2.00819 -1.80616 -3.27945
H -3.76009 -1.73546 -3.09157

---

57
Properties=species:S:1:pos:R:3 method="wB97M-V/def2-TZVPD" total_charge=0 e_lumo_ev=0.63 largest_force_ev_per_a=0.964 e_above_lowest_kcal_mol=0.0 multiplicity=1 smiles="COc1ccc(S(=O)(=O)N2CCN(CCCOc3ccc(F)cc3)CC2)cc1OC"
C -3.21314 -3.54885 2.65438
H -4.16178 -3.17237 3.05005
O -3.04698 -3.21029 1.29868
C -3.01016 -1.90233 0.95426
C -3.11666 -0.83907 1.83719
C -3.06448 0.47057 1.37424
C -2.90790 0.70204 0.02895
C -2.79862 -0.34019 -0.88016
C -2.85680 -1.65069 -0.43546
O -2.77653 -2.74864 -1.21861
C -2.60461 -2.57624 -2.60582
H -1.67343 -2.04878 -2.83445
H -3.44642 -2.03732 -3.05127
H -2.55314 -3.58257 -3.01663
H -2.70198 -0.08965 -1.92345
S -2.73546 2.37735 -0.56730
O -3.06402 2.42110 -1.96150
O -3.39399 3.27590 0.33264
N -1.09540 2.69025 -0.44892
C -0.57521 2.73136 0.89526
C 0.83370 3.31925 0.86771
N 1.67560 2.48471 0.02749
C 1.14992 2.48166 -1.32896
C -0.26541 1.91267 -1.33574
H -0.70567 1.97931 -2.33063
H -0.23536 0.85925 -1.01965
H 1.78904 1.86020 -1.95873
H 1.12742 3.50274 -1.74609
C 3.08669 2.84484 0.06434
C 3.95769 1.60022 -0.11720
C 3.90281 0.69937 1.12452
O 4.16571 -0.65640 0.82745
C 3.19494 -1.40455 0.23704
C 3.56679 -2.70631 -0.10996
C 2.66464 -3.56348 -0.70318
C 1.37637 -3.11687 -0.94397
C 0.98261 -1.83927 -0.60142
C 1.89408 -0.97606 -0.01590
H 1.58311 0.02813 0.22534
H -0.03271 -1.52390 -0.78715
F 0.49080 -3.94593 -1.54052
H 2.94604 -4.56694 -0.97974
H 4.57683 -3.02220 0.09595
H 2.92983 0.80524 1.61662
H 4.68312 0.98135 1.83605
H 3.60388 1.02997 -0.97715
H 4.98820 1.89493 -0.31632
H 3.33242 3.58752 -0.70982
H 3.31206 3.29150 1.03569
H 1.24127 3.32774 1.88120
H 0.78231 4.35521 0.49438
H -1.24864 3.35514 1.48259
H -0.53534 1.72057 1.33327
H -3.16839 1.30572 2.04691
H -3.24537 -1.01633 2.89240
H -3.21692 -4.63700 2.68376
H -2.38735 -3.17359 3.26738

---

55
Properties=species:S:1:pos:R:3 method="wB97M-V/def2-TZVPD" total_charge=0 e_lumo_ev=0.49 largest_force_ev_per_a=2.277 e_above_lowest_kcal_mol=86.9 multiplicity=1 smiles="Cc1ccc(S(=O)(=O)/N=C/c2ccccc2)cc1.CN(C)C(=O)[C@@H]1CCCN1"
C -4.22891 1.16364 6.56003
C -3.78701 0.64548 5.21418
C -3.94535 -0.70682 4.87804
C -3.54833 -1.19185 3.62979
C -2.95562 -0.32538 2.69849
S -2.55387 -0.89927 1.04313
N -0.83345 -0.93486 1.02029
C -0.14318 -1.12079 -0.08866
C 1.06433 -1.96358 0.06831
C 1.63480 -2.69992 -0.98937
C 2.85583 -3.35772 -0.78461
C 3.48795 -3.29092 0.45893
C 2.85360 -2.67062 1.54727
C 1.62335 -2.02621 1.34549
O -3.10547 -2.22030 0.88050
O -2.97585 0.17194 0.15710
C -2.81558 1.03278 3.01291
C -3.21423 1.50138 4.26468
H -4.03444 2.23775 6.63525
H -5.30174 1.00113 6.72445
H -3.69960 0.66210 7.37967
H -4.39582 -1.38388 5.61036
H -3.70070 -2.24011 3.37112
H -0.59117 -1.08275 -1.08913
H 1.12113 -2.76646 -1.94684
H 3.33821 -3.87721 -1.62074
H 4.49029 -3.69501 0.58472
H 3.31922 -2.62770 2.53400
H 1.09161 -1.54537 2.16886
H -2.40216 1.72662 2.27931
H -3.09536 2.55789 4.52344
C 3.64371 2.69467 -4.35220
N 2.85394 1.58052 -3.85498
C 2.89850 0.40108 -4.71167
C 2.23139 1.65331 -2.63727
C 1.33666 0.45059 -2.27116
C 0.09817 0.44295 -3.18184
C -0.98078 1.24432 -2.40588
C -0.37509 1.56362 -1.03802
N 0.76297 0.60752 -0.92996
O 2.35942 2.64295 -1.91218
H 3.61300 3.52959 -3.63866
H 4.68148 2.35197 -4.51541
H 3.25161 3.00713 -5.33818
H 2.44214 -0.47701 -4.22738
H 2.37789 0.60515 -5.66421
H 3.95185 0.17994 -4.94813
H 1.97481 -0.43787 -2.30564
H 0.29571 0.87085 -4.17673
H -0.19003 -0.60803 -3.32791
H -1.24471 2.16115 -2.95358
H -1.87680 0.62941 -2.26986
H -0.03600 2.60930 -1.02295
H -1.05719 1.39584 -0.20172
H 1.43487 0.82705 -0.18547

---

56
Properties=species:S:1:pos:R:3 method="wB97M-V/def2-TZVPD" total_charge=0 e_lumo_ev=0.68 largest_force_ev_per_a=0.858 e_above_lowest_kcal_mol=45.6 multiplicity=1 smiles="COc1ccc(S(=O)(=O)NC[C@H]2CC[C@@H](C(=O)NCc3cccnc3)CC2)cc1"
C 5.19025 -5.05942 -0.74064
H 4.65357 -5.69051 -0.02620
O 4.34229 -4.61637 -1.77629
C 3.26210 -3.86394 -1.45991
C 2.91895 -3.46492 -0.16974
C 1.78546 -2.69554 0.03719
C 1.00454 -2.32334 -1.03558
C 1.33046 -2.71364 -2.32388
C 2.45437 -3.47951 -2.53802
H 2.73585 -3.80212 -3.52756
H 0.68843 -2.41708 -3.13708
S -0.45672 -1.33503 -0.81783
O -0.70562 -1.13425 0.58914
O -1.51292 -1.87927 -1.62037
N 0.02864 0.11375 -1.50672
H 0.41710 0.72601 -0.80597
C -0.84329 0.77405 -2.45569
H -1.31841 -0.03223 -3.01708
C -1.92687 1.67392 -1.83728
C -1.31466 2.84527 -1.06826
C -2.40836 3.73815 -0.49148
H -1.96531 4.58989 0.02728
H -3.03446 4.11846 -1.30167
C -3.27587 2.94959 0.49976
C -2.45090 2.74392 1.76999
O -2.03970 3.71272 2.38411
N -2.22688 1.48332 2.19472
H -2.44368 0.69198 1.61110
C -1.32478 1.21804 3.29939
C 0.05587 0.90605 2.78900
C 0.64758 -0.33991 2.95809
N 1.83362 -0.65786 2.47158
C 2.48733 0.25088 1.76695
C 2.00276 1.52926 1.54250
C 0.76698 1.86216 2.07205
H 0.35326 2.85231 1.94169
H 2.57750 2.24634 0.97546
H 3.44432 -0.06483 1.37096
H 0.14571 -1.12017 3.51470
H -1.71498 0.38361 3.88619
H -1.30438 2.12612 3.91057
C -3.86960 1.72274 -0.19353
C -2.84039 0.85825 -0.92312
H -2.21670 0.31535 -0.21528
H -3.36184 0.10282 -1.51463
H -4.42356 1.11277 0.52359
H -4.59140 2.08921 -0.92930
H -4.10120 3.60112 0.81338
H -0.67374 3.42844 -1.73438
H -0.69619 2.46847 -0.25004
H -2.51846 2.07976 -2.66636
H -0.21551 1.36076 -3.13502
H 1.51346 -2.37453 1.03055
H 3.51934 -3.74493 0.68034
H 5.96592 -5.64684 -1.22903
H 5.65074 -4.21926 -0.21236